[1]
{
  "formula": "C30H28N2RhSi",
  "method": "wB97M-V/def2-TZVPD",
  "charge": 1,
  "s_squared": 6.07,
  "orbital_gap_ev": [3.9, 4.9],
  "e_above_lowest_kcal_mol": 25.9,
  "fmax_ev_per_a": 8.53,
  "multiplicity": 5,
  "symbols": ["C", "C", "C", "H", "C", "C", "H", "H", "H", "H", "Rh", "C", "H", "H", "H", "Si", "C", "C", "H", "C", "H", "C", "H", "C", "H", "C", "H", "C", "C", "H", "C", "H", "C", "H", "C", "H", "C", "H", "H", "H", "C", "C", "N", "C", "C", "C", "C", "C", "C", "C", "C", "C", "N", "C", "H", "H", "H", "H", "H", "H", "H", "H"],
  "positions_angstrom": [[-2.17393, 0.54590, 0.52119], [-1.54603, -0.30582, 1.49227], [-1.59386, 0.32911, 2.77698], [-1.16856, -1.31191, 1.32675], [-2.30895, 1.57218, 2.60675], [-2.66222, 1.70714, 1.21370], [-3.19693, 2.54370, 0.76933], [-2.28401, 0.35084, -0.54373], [-1.16709, -0.05466, 3.70768], [-2.58222, 2.24924, 3.40701], [-0.67761, 1.50694, 1.45226], [0.99470, -1.29583, -0.14031], [0.47647, -0.65761, 0.57407], [1.18713, -0.71846, -1.04922], [1.96959, -1.53245, 0.30954], [0.14855, -3.05263, -0.65334], [0.63100, -3.60725, -2.35951], [-0.19828, -4.55092, -3.00642], [-1.00601, -5.03290, -2.44748], [-0.03096, -4.82531, -4.36397], [-0.65548, -5.58850, -4.84635], [0.90071, -4.10635, -5.12771], [0.93695, -4.24188, -6.20712], [1.75365, -3.19699, -4.48148], [2.51177, -2.65959, -5.04694], [1.60863, -2.93513, -3.11315], [2.23882, -2.18194, -2.63311], [0.34180, -4.14920, 0.84385], [0.11671, -5.53964, 0.75786], [0.12063, -6.02672, -0.22393], [-0.14866, -6.28538, 1.91600], [-0.33490, -7.35459, 1.83400], [-0.18638, -5.66174, 3.16393], [-0.46048, -6.23190, 4.05360], [0.15177, -4.31103, 3.26516], [0.19667, -3.83872, 4.24412], [0.43509, -3.55539, 2.12370], [0.71193, -2.50095, 2.21900], [-1.52551, -2.87028, -0.78448], [-1.36831, -3.73082, -0.80645], [1.21241, 2.65927, -2.61057], [0.58083, 1.98177, -1.55838], [0.33389, 2.58581, -0.38889], [0.61478, 3.90578, -0.23271], [1.25839, 4.65414, -1.26366], [1.61174, 3.97436, -2.44523], [1.45021, 6.05302, -1.05029], [0.93700, 6.69385, 0.05815], [0.28102, 5.97859, 1.11199], [-0.27612, 6.57253, 2.26064], [-0.89907, 5.77260, 3.20635], [-0.90985, 4.38083, 3.03740], [-0.38487, 3.79307, 1.95622], [0.17288, 4.56128, 0.98626], [1.38100, 2.11730, -3.53443], [0.26674, 0.94280, -1.65274], [2.16346, 4.50330, -3.22306], [1.98072, 6.62382, -1.81342], [1.01577, 7.77963, 0.16584], [-0.21103, 7.65309, 2.37834], [-1.38248, 6.19312, 4.08359], [-1.35363, 3.72746, 3.78460]],
  "forces_ev_per_angstrom": [[-1.5, -0.1, 0.2], [-0.8, -1.8, 0.9], [-1.3, -1.3, 0.9], [-0.1, 0.4, -0.1], [-1.1, -1.0, -0.1], [-2.5, -0.3, -0.1], [0.2, -0.3, 0.2], [0.2, 0.0, 0.3], [-0.4, 0.1, -0.4], [0.3, 0.0, -0.3], [6.0, 5.8, -1.8], [0.7, -1.2, -0.6], [0.0, -0.3, -0.3], [0.0, -0.1, 0.1], [0.0, 0.1, -0.1], [0.8, 2.3, 0.9], [-0.8, 0.2, -0.3], [0.5, 0.1, -0.2], [0.4, 0.0, -0.2], [-0.1, 0.1, -0.3], [0.2, 0.5, 0.2], [0.1, 0.0, 0.8], [0.2, -0.1, 0.3], [-0.3, 0.0, 0.1], [-0.2, -0.1, 0.0], [-0.1, -0.3, -0.2], [-0.1, -0.3, -0.2], [-0.2, -0.1, 0.4], [-0.2, 0.3, 0.4], [-0.1, 0.2, 0.4], [0.1, 0.1, -0.3], [0.0, 0.2, 0.0], [0.2, 0.1, -0.3], [0.2, 0.2, -0.3], [0.1, 0.1, 0.0], [0.0, -0.1, -0.1], [-0.2, -0.5, -0.2], [-0.2, -0.3, 0.0], [0.9, 1.1, 0.1], [-1.1, -2.3, -0.3], [0.0, -0.1, 0.2], [0.2, 0.3, -0.6], [-0.1, 0.9, 1.3], [-0.1, -2.1, -1.2], [-0.1, 1.7, 0.9], [0.1, -0.5, -0.5], [1.6, -3.3, -4.0], [-2.4, 1.7, 5.0], [0.9, 0.3, -1.6], [-0.3, 0.2, 0.5], [0.1, -0.3, -0.1], [-0.2, 0.9, 0.6], [1.2, -0.2, -1.7], [-0.9, -0.5, 2.1], [0.1, 0.1, 0.1], [0.1, 0.4, 0.0], [-0.2, -0.2, 0.2], [-0.2, -0.2, 0.2], [0.0, -0.4, -0.1], [-0.1, -0.2, 0.0], [0.2, 0.0, -0.1], [0.2, 0.3, -0.2]]
}

=====

[2]
{
  "formula": "C30H28N2SiTi",
  "method": "wB97M-V/def2-TZVPD",
  "charge": 1,
  "s_squared": 0.76,
  "orbital_gap_ev": [5.7, 5.7],
  "e_above_lowest_kcal_mol": 75.6,
  "fmax_ev_per_a": 3.13,
  "multiplicity": 2,
  "symbols": ["C", "C", "C", "H", "C", "C", "H", "H", "H", "H", "Ti", "C", "H", "H", "H", "Si", "C", "C", "H", "C", "H", "C", "H", "C", "H", "C", "H", "C", "C", "H", "C", "H", "C", "H", "C", "H", "C", "H", "H", "H", "C", "C", "N", "C", "C", "C", "C", "C", "C", "C", "C", "C", "N", "C", "H", "H", "H", "H", "H", "H", "H", "H"],
  "positions_angstrom": [[0.93578, -2.76082, 1.53984], [1.17539, -2.57713, 0.13360], [2.33382, -1.68590, 0.00228], [0.63793, -3.05938, -0.69053], [2.75927, -1.32862, 1.31499], [1.97410, -2.07921, 2.24035], [2.20570, -2.14194, 3.31399], [0.21465, -3.45137, 1.95948], [2.89172, -1.42683, -0.89377], [3.66946, -0.76993, 1.55102], [0.54630, -0.51931, 0.84516], [0.42883, 1.85175, 1.30471], [1.37711, 2.38389, 1.02668], [0.42509, 1.38702, 2.34201], [-0.29446, 2.72727, 1.42109], [0.56088, 0.57834, -1.41783], [-0.44471, 0.26315, -2.99635], [0.03166, -0.84666, -3.76388], [0.83720, -1.49025, -3.38824], [-0.48541, -1.16682, -5.02235], [-0.12824, -2.05522, -5.55964], [-1.51863, -0.38361, -5.56163], [-2.00357, -0.70150, -6.50590], [-1.98071, 0.73814, -4.85073], [-2.80091, 1.34092, -5.27626], [-1.44094, 1.07091, -3.58782], [-1.81743, 1.96574, -3.09361], [1.89435, 1.79423, -2.11824], [2.00068, 1.87566, -3.52982], [1.31262, 1.33604, -4.20118], [3.02908, 2.61570, -4.13708], [3.08579, 2.66475, -5.22763], [3.98528, 3.25368, -3.34273], [4.82654, 3.76892, -3.79593], [3.88879, 3.20068, -1.94135], [4.61979, 3.69844, -1.31245], [2.85913, 2.46958, -1.33738], [2.81436, 2.40018, -0.24751], [1.12809, -0.79913, -1.35568], [-0.04592, 1.05915, 0.33715], [-3.65849, -0.63712, -0.16784], [-2.31564, -1.06430, -0.26901], [-1.50901, -1.05307, 0.83231], [-2.04923, -0.85931, 2.09543], [-3.45308, -0.68514, 2.21308], [-4.25164, -0.44098, 1.08559], [-4.00870, -0.68032, 3.51455], [-3.25244, -0.92789, 4.63634], [-1.80699, -0.98873, 4.59981], [-0.89323, -1.06670, 5.69624], [0.42736, -0.62233, 5.53999], [0.84837, -0.21052, 4.27506], [0.07593, -0.37905, 3.16890], [-1.22273, -0.74988, 3.29975], [-4.16463, -0.29830, -1.05715], [-1.86508, -1.30245, -1.23571], [-5.28534, -0.08964, 1.26396], [-5.08999, -0.50274, 3.53529], [-3.80789, -0.99837, 5.58711], [-1.24599, -1.32174, 6.69781], [1.19695, -0.55397, 6.33235], [1.84303, 0.23202, 4.17934]],
  "forces_ev_per_angstrom": [[1.4, -0.1, -0.6], [1.6, 0.4, 0.2], [-0.2, -1.5, 0.9], [0.2, 0.4, 0.4], [-0.1, -1.3, -0.1], [0.1, 0.0, -0.2], [-0.5, 0.2, -0.7], [0.0, 0.3, 0.0], [-0.4, 0.0, 0.3], [-0.5, -0.1, -0.1], [0.9, -0.6, 1.5], [-1.1, 0.5, 2.0], [-0.7, -1.1, 0.1], [0.6, 1.3, -1.3], [0.5, -1.4, -0.5], [-0.3, 0.1, -2.6], [-0.2, -0.6, -0.8], [-0.4, 0.1, 0.0], [-0.3, 0.4, 0.0], [-0.5, 0.2, 0.1], [-0.1, 0.5, 0.2], [-0.2, -0.1, 0.2], [0.4, 0.5, 0.6], [0.0, -0.2, 0.1], [0.6, -0.3, 0.3], [0.0, -0.7, -0.5], [0.1, -0.2, 0.0], [0.2, -0.4, 0.1], [0.3, 0.2, -0.1], [0.4, 0.4, 0.6], [-0.1, -0.2, 0.5], [0.0, 0.0, 0.4], [-0.2, -0.1, 0.5], [-0.2, 0.0, 0.0], [-0.4, -0.4, -0.3], [0.0, 0.0, -0.2], [-0.2, -0.1, -0.5], [0.1, 0.1, -0.4], [-0.2, 0.6, -0.7], [0.6, 3.1, 0.2], [-0.1, 0.4, 0.7], [0.0, 0.8, 1.7], [-0.9, 0.1, 0.2], [-0.8, 0.1, -1.5], [1.0, 0.0, 0.3], [0.9, -0.3, -0.7], [0.1, -0.2, 1.2], [-1.2, -0.1, 0.2], [0.6, 0.5, -1.2], [-0.1, 0.8, -0.1], [-0.2, -0.2, -0.3], [-1.1, -0.4, -0.8], [-0.1, -0.2, 0.7], [0.4, -0.3, 1.0], [-0.2, -0.5, -0.3], [0.0, 0.2, 0.4], [0.7, -0.3, -0.5], [0.4, -0.2, 0.5], [0.6, 0.0, -0.4], [0.0, 0.0, -0.4], [-1.0, -0.2, -0.2], [-0.3, -0.2, -0.4]]
}

=====

> What is the formula in the first record?

C30H28N2RhSi